{"formula": "C41H69AlBrI2N12O2S", "method": "ωB97M-V/def2-TZVPD", "species": ["C", "C", "C", "C", "C", "C", "C", "C", "C", "C", "C", "C", "C", "Al", "Br", "C", "I", "C", "C", "I", "S", "C", "O", "O", "H", "H", "H", "H", "H", "H", "H", "H", "H", "H", "H", "H", "H", "H", "H", "H", "H", "H", "H", "H", "H", "H", "H", "H", "H", "H", "H", "H", "H", "H", "H", "H", "H", "C", "C", "N", "H", "H", "H", "C", "C", "N", "H", "H", "H", "C", "C", "N", "H", "H", "H", "C", "C", "N", "H", "H", "H", "C", "C", "N", "H", "H", "H", "C", "C", "N", "H", "H", "H", "C", "C", "N", "H", "H", "H", "C", "C", "N", "H", "H", "H", "C", "C", "N", "H", "H", "H", "C", "C", "N", "H", "H", "H", "C", "C", "N", "H", "H", "H", "C", "C", "N", "H", "H", "H"], "positions_angstrom": [[0.0363, -2.1539, 3.5648], [-0.1609, -1.5976, 2.1822], [-1.3047, -0.6424, 1.9787], [-2.6122, -1.0169, 2.6205], [-2.7818, -0.6756, 4.0743], [-2.4850, 0.7782, 4.4695], [-1.3551, 0.8811, 5.4682], [-0.4050, 2.0514, 5.2400], [0.5871, 1.8342, 4.1080], [1.8885, 2.6085, 4.3269], [2.2340, 3.6381, 3.2779], [2.6740, 3.0557, 1.9477], [1.6628, 3.2977, 0.8352], [2.3147, 2.7402, -0.9428], [4.6708, 2.3861, -0.9370], [1.2572, 1.1470, -1.5558], [-0.5330, 1.7202, -2.5684], [1.5341, -0.0824, -1.4008], [2.7295, -0.5157, -0.6632], [0.4349, -1.7425, -2.1310], [2.0679, 4.3750, -2.6246], [2.5103, 3.5674, -4.1518], [3.0951, 5.3578, -2.3937], [0.7265, 4.9061, -2.7490], [0.8321, -2.8569, 3.5138], [0.3579, -1.4077, 4.2498], [-0.8133, -2.6796, 3.9403], [0.7315, -1.0515, 1.9542], [-0.2003, -2.4169, 1.5035], [-1.4864, -0.6177, 0.9267], [-1.0567, 0.3584, 2.2502], [-2.8461, -2.0418, 2.4340], [-3.3627, -0.4650, 2.1126], [-2.2105, -1.3123, 4.7073], [-3.8036, -0.8762, 4.3140], [-3.3513, 1.1653, 4.9530], [-2.3120, 1.4160, 3.6320], [-0.7943, -0.0278, 5.4745], [-1.7515, 1.0170, 6.4528], [0.0984, 2.2477, 6.1594], [-0.9919, 2.8949, 4.9554], [0.7670, 0.7925, 3.9668], [0.1249, 2.2372, 3.2427], [2.7113, 1.9374, 4.4631], [1.7717, 3.1724, 5.2303], [1.3955, 4.2756, 3.1287], [3.0517, 4.1945, 3.6881], [2.8577, 2.0123, 2.0865], [3.5906, 3.4873, 1.6269], [1.4467, 4.3514, 0.8721], [0.7492, 2.7848, 1.0688], [2.9329, 0.2063, 0.0872], [2.5426, -1.4398, -0.1748], [3.5578, -0.5879, -1.3254], [3.5654, 3.4219, -4.1678], [2.2157, 4.1748, -4.9821], [2.0392, 2.6141, -4.1865], [4.0792, -3.3327, 2.7132], [3.8797, -1.9744, 3.1847], [3.7189, -0.9036, 3.5654], [3.7843, -4.0547, 3.4713], [3.4830, -3.5318, 1.8247], [5.1226, -3.5131, 2.4616], [-2.4153, 0.4311, -5.8731], [-3.4526, -0.5689, -6.0189], [-4.2696, -1.3672, -6.1500], [-2.1331, 0.5686, -4.8306], [-1.5182, 0.1534, -6.4236], [-2.7541, 1.3886, -6.2636], [-3.2635, -4.6639, -3.8702], [-2.0879, -5.0237, -3.0993], [-1.1589, -5.2998, -2.4851], [-4.1711, -4.8744, -3.3083], [-3.2589, -3.6062, -4.1191], [-3.3022, -5.2249, -4.8011], [3.1062, 2.0096, -7.4554], [1.9704, 1.2723, -6.9375], [1.0704, 0.7053, -6.5080], [3.7888, 1.3468, -7.9832], [2.7769, 2.7850, -8.1447], [3.6538, 2.4880, -6.6459], [0.5676, 8.5224, -2.4430], [-0.6266, 9.2761, -2.1099], [-1.5745, 9.8698, -1.8502], [1.3016, 8.5727, -1.6422], [0.3400, 7.4689, -2.6134], [1.0350, 8.9122, -3.3450], [-3.5609, 4.9221, -1.3043], [-3.4707, 4.1026, -0.1155], [-3.4150, 3.4706, 0.8383], [-2.7599, 5.6582, -1.3361], [-3.4822, 4.3199, -2.2073], [-4.5068, 5.4590, -1.3387], [-3.1464, -1.2623, -9.6040], [-2.5051, 0.0224, -9.4068], [-2.0147, 1.0414, -9.2103], [-2.4961, -2.0728, -9.2801], [-4.0682, -1.3244, -9.0327], [-3.3932, -1.4238, -10.6508], [-0.2224, 5.5356, -5.5179], [0.5490, 5.5097, -6.7458], [1.1591, 5.4874, -7.7186], [-1.1228, 4.9311, -5.6101], [0.3569, 5.1420, -4.6831], [-0.5265, 6.5488, -5.2629], [2.2329, -5.3191, 6.2107], [1.5487, -5.2922, 4.9326], [1.0396, -5.2479, 3.9046], [2.3809, -4.3096, 6.5947], [1.6658, -5.8802, 6.9508], [3.2110, -5.7861, 6.1251], [-7.4079, -0.6667, -8.0027], [-6.8968, -0.7517, -9.3581], [-6.4876, -0.8078, -10.4290], [-8.2816, -1.3028, -7.8796], [-6.6508, -0.9834, -7.2855], [-7.6942, 0.3550, -7.7634], [2.0829, -9.9463, 6.5855], [2.0832, -8.6866, 7.3010], [2.0819, -7.6887, 7.8672], [1.5018, -9.8675, 5.6689], [3.0968, -10.2381, 6.3217], [1.6514, -10.7345, 7.1982], [3.0079, -7.4963, 11.9504], [3.3020, -8.8450, 11.5041], [3.5334, -9.9110, 11.1483], [2.7526, -7.4768, 13.0077], [3.8625, -6.8396, 11.8037], [2.1726, -7.0744, 11.3957]], "mulliken_charge": [-0.903, 0.059, 0.653, -1.573, -0.882, -0.652, -0.718, -1.618, 1.807, -1.288, -1.209, -0.617, -0.322, -0.378, -0.509, 0.294, 0.065, 0.030, -1.223, -0.017, 1.117, -1.382, -0.798, -0.525, 0.026, 0.037, 0.452, -0.219, 0.560, 0.345, -0.584, 0.362, 0.538, 0.440, 0.503, 0.428, 0.451, 0.402, 0.416, 0.635, 0.333, -0.544, -0.232, 0.349, 0.467, 0.497, 0.463, 0.010, 0.554, 0.786, 0.021, -0.047, 0.525, 0.352, 0.462, 0.409, 0.315, -0.828, 0.599, -0.462, 0.070, 0.229, 0.380, -0.159, 0.371, -0.555, -0.109, 0.095, 0.309, -0.587, 0.299, -0.357, 0.259, 0.129, 0.267, -0.787, 0.375, -0.353, 0.337, 0.254, 0.198, -0.333, 0.308, -0.416, 0.310, -0.134, 0.279, -0.709, 0.443, -0.414, 0.166, 0.197, 0.333, -0.641, 0.432, -0.422, 0.279, 0.003, 0.330, -0.157, 0.342, -0.480, 0.236, -0.175, 0.252, -1.016, 0.484, -0.427, 0.366, 0.394, 0.287, -0.643, 0.396, -0.408, 0.267, 0.162, 0.252, -0.854, 0.396, -0.429, 0.297, 0.271, 0.285, -0.770, 0.348, -0.382, 0.291, 0.254, 0.258], "homo_ev": -6.065, "largest_force_ev_per_a": 3.838, "energy_ha": -6221.2596, "charge": -1, "orbital_gap_ev": 7.556}

{"formula": "C41H69NO23", "method": "ωB97M-V/def2-TZVPD", "species": ["O", "C", "C", "C", "O", "C", "O", "C", "C", "O", "H", "H", "H", "H", "O", "C", "C", "C", "O", "C", "O", "C", "C", "O", "H", "H", "H", "H", "O", "C", "C", "C", "O", "C", "O", "C", "C", "O", "H", "H", "H", "H", "C", "N", "C", "C", "O", "H", "H", "H", "H", "H", "H", "H", "C", "O", "C", "C", "O", "C", "H", "H", "H", "H", "H", "H", "H", "H", "H", "H", "C", "O", "C", "C", "O", "C", "H", "H", "H", "H", "H", "H", "H", "H", "H", "H", "C", "O", "C", "C", "O", "C", "H", "H", "H", "H", "H", "H", "H", "H", "H", "H", "C", "O", "C", "C", "O", "C", "H", "H", "H", "H", "H", "H", "H", "H", "H", "H", "C", "O", "C", "C", "O", "C", "H", "H", "H", "H", "H", "H", "H", "H", "H", "H"], "positions_angstrom": [[11.9285, 26.5422, -17.1377], [10.8049, 26.8724, -16.8371], [10.5844, 27.5464, -15.5394], [9.3547, 27.7129, -15.0504], [9.1002, 28.2911, -13.8526], [8.1177, 27.2899, -15.7549], [7.0039, 27.3214, -15.2851], [8.3392, 26.7595, -17.1316], [9.5750, 26.5849, -17.6235], [9.8198, 26.0155, -18.8018], [11.4949, 27.7032, -14.9810], [8.1250, 28.2827, -13.7766], [7.4300, 26.3159, -17.5156], [10.7027, 26.1667, -19.1615], [12.5267, 23.1526, -14.2869], [11.4567, 23.1354, -14.8481], [11.1524, 22.2342, -15.9584], [9.9692, 22.2227, -16.5988], [9.8562, 21.3667, -17.6330], [8.8368, 23.0991, -16.2342], [7.8042, 23.1801, -16.8564], [9.0758, 23.8842, -15.0383], [10.2598, 23.9518, -14.4340], [10.4593, 24.7863, -13.3986], [11.9482, 21.5790, -16.2855], [9.3044, 21.6732, -18.3627], [8.2881, 24.4526, -14.5581], [11.3769, 24.7245, -13.0612], [14.9390, 25.7686, -7.0156], [15.7751, 26.3712, -6.3825], [15.7295, 27.8279, -6.2426], [16.7878, 28.5356, -5.8458], [16.8266, 29.8673, -5.8583], [18.0655, 27.8925, -5.2850], [19.0130, 28.5621, -4.9651], [18.0264, 26.4473, -5.3173], [17.0448, 25.7407, -5.8691], [17.1162, 24.4059, -6.0320], [14.8343, 28.3795, -6.5025], [17.6846, 30.1566, -5.4975], [18.8993, 25.8653, -5.0390], [16.5650, 24.1879, -6.8012], [10.9863, 24.9351, -8.3945], [10.2540, 26.1314, -7.9943], [9.2437, 26.5626, -8.9157], [10.3454, 26.6189, -6.7391], [9.8413, 27.6330, -6.3041], [11.6310, 24.4562, -7.6654], [11.5749, 25.1403, -9.2940], [10.2249, 24.2321, -8.7488], [8.5275, 27.2472, -8.4559], [9.6433, 27.1983, -9.7136], [8.6611, 25.7699, -9.3862], [11.0035, 25.9993, -6.1026], [19.5552, 25.7927, -8.9482], [18.2113, 26.1756, -8.7316], [17.2892, 25.6941, -9.7027], [17.1140, 26.7269, -10.8300], [16.2419, 27.7447, -10.3761], [16.7913, 28.8287, -9.6703], [19.6285, 24.6968, -8.9495], [20.1038, 26.0331, -8.0374], [19.9721, 26.2190, -9.8595], [16.3245, 25.6607, -9.1985], [17.5981, 24.7150, -10.0797], [16.6426, 26.4006, -11.7591], [18.0951, 27.1402, -11.1002], [17.3533, 28.4784, -8.7961], [15.9852, 29.4156, -9.2323], [17.5059, 29.4477, -10.2222], [9.5701, 30.3282, -8.0142], [8.6020, 31.3484, -8.2476], [8.0618, 31.8517, -7.0619], [6.9752, 32.8718, -7.3290], [5.8983, 32.2648, -8.0082], [4.8977, 33.2182, -8.3446], [10.4567, 30.6412, -7.4650], [9.7964, 30.0286, -9.0404], [9.1469, 29.4041, -7.6184], [8.8497, 32.3357, -6.4685], [7.5410, 31.0849, -6.4692], [7.4276, 33.7800, -7.7499], [6.5750, 33.1760, -6.3498], [5.1427, 33.7066, -9.2945], [4.8158, 33.9850, -7.5726], [3.9941, 32.6404, -8.5295], [12.9744, 28.0754, -9.2175], [12.0606, 28.6415, -10.1169], [12.2909, 28.4239, -11.5198], [11.7465, 27.1056, -12.0051], [12.5586, 25.9456, -11.7916], [13.7751, 25.9829, -12.5224], [13.4608, 27.2031, -9.6656], [12.4267, 27.7488, -8.3300], [13.7900, 28.7074, -8.8429], [13.3251, 28.7160, -11.7090], [11.6229, 29.2204, -11.8606], [11.4697, 27.0982, -13.0653], [10.7687, 26.8773, -11.5772], [14.2402, 26.9715, -12.6144], [13.6834, 25.5192, -13.5036], [14.5516, 25.5310, -11.8967], [11.8364, 33.1846, -9.4099], [12.9083, 33.3324, -10.3045], [13.3331, 32.0626, -10.7178], [14.4679, 32.1777, -11.7053], [14.0361, 32.9551, -12.8122], [15.0558, 33.2846, -13.7098], [11.5519, 34.1461, -8.9721], [12.1570, 32.6390, -8.5118], [10.9489, 32.7736, -9.8970], [12.4875, 31.4943, -11.1272], [13.7391, 31.4975, -9.8628], [14.8491, 31.1999, -12.0122], [15.2723, 32.7307, -11.2064], [15.3960, 32.4340, -14.3160], [15.9455, 33.7493, -13.2770], [14.6218, 33.9587, -14.4491], [15.6762, 22.0739, -13.6867], [16.6827, 22.9432, -14.1507], [17.4518, 23.4906, -13.1039], [18.4707, 24.4338, -13.7017], [17.8669, 25.5737, -14.2817], [17.6202, 25.4319, -15.6784], [15.3667, 21.4596, -14.5350], [14.7640, 22.5595, -13.3273], [16.0385, 21.3788, -12.9221], [17.9868, 22.7190, -12.5317], [16.8401, 24.0453, -12.3819], [19.1524, 23.9137, -14.3828], [19.1059, 24.8211, -12.8956], [17.3616, 26.3842, -16.1453], [16.7709, 24.7829, -15.8875], [18.5550, 25.0980, -16.1345]], "mulliken_charge": [-0.659, 0.871, -1.011, 0.337, -0.491, 0.834, -0.634, -0.635, 0.226, -0.530, 0.643, 0.336, 0.426, 0.338, -0.494, 0.862, -0.811, 0.356, -0.542, 0.375, -0.608, -0.305, 0.061, -0.292, 0.447, 0.344, 0.569, 0.087, -0.611, 0.923, -0.926, 0.479, -0.596, 0.693, -0.616, -0.576, 0.178, -0.595, 0.451, 0.353, 0.444, 0.391, -0.837, 0.322, -0.928, 0.107, -0.536, 0.313, 0.158, 0.373, 0.397, 0.095, 0.360, 0.323, -1.000, -0.052, -0.302, -0.468, 0.080, -0.500, 0.361, 0.322, 0.267, 0.054, 0.481, -0.023, 0.317, 0.032, 0.121, 0.332, -0.683, -0.350, -0.448, -0.539, -0.321, -0.718, 0.270, 0.026, 0.549, 0.347, 0.236, 0.353, 0.403, 0.272, 0.325, 0.223, -0.155, 0.106, -0.648, 1.459, -0.635, -0.483, 0.109, 0.046, -0.071, 0.319, 0.239, -1.106, -0.038, 0.257, 0.378, -0.084, -0.751, -0.468, -0.060, -0.613, -0.337, -0.790, 0.394, 0.278, 0.318, 0.214, 0.275, 0.280, 0.416, 0.292, 0.312, 0.268, -0.578, -0.338, 0.019, -0.758, -0.263, -0.691, 0.266, 0.125, 0.331, 0.376, -0.026, 0.445, 0.365, 0.261, 0.220, 0.322], "homo_ev": -9.188, "largest_force_ev_per_a": 2.773, "energy_ha": -3388.6147, "smiles": "O=C1C=C(O)C(=O)C=C1O.O=C1C=C(O)C(=O)C=C1O.O=C1C=C(O)C(=O)C=C1O.CN(C)C=O.COCCOC.COCCOC.COCCOC.COCCOC.COCCOC", "orbital_gap_ev": 7.473}

Question: Which formula does entry 2 have?
Answer: C41H69NO23